No. 1
Formula: C32H72N5O3
Source: the Open Molecules 2025 dataset
Level of theory: ωB97M-V/def2-TZVPD

Summary:
ΔE to the lowest compared entry with this formula, charge and spin (kJ/mol): 0.00
E (a.u.): -1761.0940
Strongest force on any atom (eV/Å): 3.21
Total charge: +2
LUMO energy (spin up / spin down) (eV): -3.79 / -3.84
HOMO-LUMO gap (spin up / spin down) (Eh): 0.063 / 0.300
Multiplicity: 2

CARTESIAN COORDINATES (ANGSTROEM)
C1 11.08674 -22.47294 -24.32828
H1 4.27937 -24.62198 -21.32465
C2 14.46998 -17.32466 -18.58057
H2 6.68825 -12.04341 -20.09487
H3 4.86415 -14.97030 -19.96796
H4 6.94691 -23.03289 -21.13835
H5 10.66208 -21.91178 -23.49590
H6 12.98051 -19.04400 -16.51273
H7 14.57028 -19.67454 -17.09541
H8 11.20369 -18.60962 -18.43327
C3 4.38651 -17.55972 -19.22055
H9 14.21417 -24.08589 -25.40252
C4 10.01394 -23.38628 -25.01933
C5 12.10031 -23.52210 -23.76130
C6 13.51418 -25.23435 -27.12940
H10 15.72906 -25.10182 -27.37140
C7 12.96066 -20.70734 -19.38570
H11 6.88967 -23.78672 -24.03690
H12 7.24184 -25.81095 -22.86416
H13 5.29924 -23.38493 -24.69335
C8 11.98045 -17.84944 -18.51615
C9 5.94092 -15.01731 -20.13060
H14 13.61689 -25.89538 -23.71435
H15 3.58819 -25.89039 -22.77760
C10 5.33732 -24.47169 -21.53973
C11 4.52164 -18.05433 -20.64589
H16 9.23898 -23.66910 -24.30691
C12 15.38148 -15.25226 -17.52058
C13 13.62562 -19.41362 -19.68590
C14 13.53345 -19.46041 -17.35473
H17 8.16593 -17.69424 -20.15783
H18 14.48255 -16.98552 -19.61640
H19 7.81120 -14.21150 -19.30339
H20 5.25622 -12.47697 -19.12941
H21 3.77507 -16.66240 -19.12543
H22 13.28394 -21.59115 -17.46262
C15 12.60579 -25.93425 -24.11964
H23 1.98232 -26.77916 -24.90959
H24 3.26198 -24.37094 -23.53461
H25 5.97870 -16.42384 -18.11925
H26 13.54306 -21.53365 -19.79326
H27 12.81739 -23.32186 -26.23010
H28 15.19392 -14.53941 -16.71761
H29 13.46538 -26.28226 -26.83341
N1 8.75879 -20.82901 -20.35794
C16 14.25313 -16.22258 -17.45165
O1 9.38727 -20.45876 -19.37951
H30 12.63637 -25.10533 -27.76258
C17 3.90206 -25.79493 -24.92931
H31 14.00430 -16.73741 -16.52368
H32 6.10925 -14.75269 -21.17450
H33 5.78221 -25.25231 -20.92264
H34 6.64058 -12.16878 -18.23438
C18 6.34002 -12.56596 -19.20392
C19 5.86357 -23.53131 -23.77237
H35 14.80684 -23.73368 -28.10541
H36 10.19218 -25.54915 -25.29862
N2 12.19709 -24.63469 -24.81401
N3 13.44269 -18.41992 -18.56170
C20 7.93510 -16.63484 -20.04609
N4 5.39302 -24.83709 -23.05933
C21 5.74901 -17.28147 -21.22015
H37 4.33492 -26.79410 -24.88028
H38 11.93645 -17.20010 -17.64178
H39 13.38627 -15.64334 -17.76967
C22 2.50205 -26.03539 -25.51358
N5 6.40736 -16.50453 -20.05844
O2 9.25895 -21.52974 -21.22769
H40 11.93373 -26.23825 -23.31714
H41 5.48412 -16.73654 -22.12623
H42 1.87923 -25.14220 -25.56276
H43 3.88449 -18.30855 -18.60791
C23 13.25534 -24.26051 -25.89063
H44 15.26183 -14.62041 -18.40066
H45 6.51466 -14.49248 -18.13885
H46 6.67331 -21.82500 -22.84423
H47 6.45234 -18.08558 -21.43656
H48 2.68529 -26.53238 -26.46621
H49 4.62594 -25.24942 -25.53471
H50 6.38216 -18.10157 -18.65473
O3 7.57453 -20.53254 -20.42750
C24 12.83617 -20.69959 -17.90162
H51 11.74455 -17.26306 -19.40419
H52 5.53082 -22.42618 -20.58772
C25 6.29911 -26.07567 -23.34299
H53 11.80279 -20.55750 -17.58533
H54 14.71333 -19.46522 -19.73410
H55 11.97852 -20.65947 -19.85603
H56 13.20520 -18.98331 -20.59485
H57 8.43636 -16.28767 -19.14259
H58 13.13071 -23.17161 -23.70175
H59 15.39986 -17.85016 -18.36315
C26 10.76492 -24.64169 -25.48985
C27 6.74516 -14.07730 -19.11997
H60 16.41098 -15.56991 -17.35525
H61 4.92304 -21.72307 -22.86728
H62 6.40094 -26.23572 -24.41635
C28 5.88483 -23.08952 -21.37687
H63 11.57030 -21.79781 -25.03430
H64 12.52356 -26.75268 -24.83485
H65 8.39905 -16.17985 -20.92120
H66 4.69461 -19.12433 -20.53065
H67 11.76343 -23.87803 -22.78768
C29 5.79614 -17.20507 -18.85711
H68 10.85967 -24.57470 -26.57366
H69 3.55471 -18.05770 -21.14901
C30 3.96931 -25.20025 -23.53030
C31 5.75974 -22.41518 -22.77229
H70 5.81040 -26.93842 -22.89030
C32 14.80533 -24.79634 -27.86283
H71 14.80008 -25.39933 -28.77084
H72 9.57906 -22.83417 -25.85249

Atom charges from the Mulliken analysis, given in e for atoms 1 to 5:
1. C -1.12
2. H 0.27
3. C -0.76
4. H 0.36
5. H 0.35


No. 2
Formula: C13H24N4O4S4Zr
Source: the Open Molecules 2025 dataset
Level of theory: ωB97M-V/def2-TZVPD

Summary:
ΔE to the lowest compared entry with this formula, charge and spin (kJ/mol): 117.24
E (a.u.): -2669.1876
Strongest force on any atom (eV/Å): 1.85
Total charge: +2
LUMO energy (eV): -6.01
HOMO-LUMO gap (Eh): 0.266
Multiplicity: 1

CARTESIAN COORDINATES (ANGSTROEM)
C1 -2.90910 -1.45324 0.21306
H1 -0.65858 -1.26631 4.48762
Zr1 -0.52656 0.04173 0.69588
H2 1.99044 0.58580 -2.11229
H3 -2.47592 2.48700 3.58863
C2 0.69782 -1.98177 2.97757
H4 3.24819 2.73068 -1.48870
C3 -2.17101 0.39590 3.35548
C4 -0.68670 -1.63217 3.46361
C5 1.22476 1.34686 -0.32029
H5 2.93063 1.74704 -4.49776
O1 0.07570 1.45548 -0.85320
S1 -4.39428 -2.00309 0.94361
H6 -1.38856 -2.45922 3.36838
C6 3.58108 1.75272 -1.12612
H7 4.74735 2.68134 -3.56017
H8 2.98613 -1.22549 -1.02854
C7 2.39363 0.78657 -1.12087
C8 -3.90615 -3.72940 1.07225
H9 1.35676 -1.10904 3.02508
H10 1.62656 0.09076 -5.39846
N1 4.34164 -1.10607 -4.13754
S2 -2.79448 0.24526 -0.19935
C9 3.43521 -0.18994 -4.49010
H11 1.11768 -2.73206 3.64846
C10 -1.90838 1.82492 2.93287
H12 -0.85604 2.09484 3.05957
H13 -1.97098 0.28583 4.41884
C11 4.76692 1.60251 -3.41215
H14 -3.17380 0.05468 3.10612
S3 -2.22093 -4.01407 0.50041
N2 2.58978 -0.50267 -0.44361
H15 2.22144 -1.51729 -5.46589
H16 5.04378 0.24837 -1.71009
H17 3.86815 1.91340 -0.08315
H18 5.26051 -0.80755 -3.85342
H19 5.67535 1.26527 -3.91878
S4 -0.34685 -1.99970 -0.63130
N3 3.60014 1.08346 -4.14386
O2 1.23873 1.31784 0.96107
C12 4.80814 1.29526 -1.91593
O3 -4.59419 -4.57634 1.53144
C13 -1.92805 -2.36508 0.01894
H20 4.28831 -2.03840 -4.51408
H21 -2.25522 2.04306 1.92259
O4 -1.23280 -0.51643 2.66537
H22 0.70046 -2.41483 1.97625
H23 5.67286 1.85348 -1.54883
N4 2.34782 -0.56818 -5.15941
H24 3.19352 -0.35651 0.35795

Atom charges from the Mulliken analysis, given in e for atoms 1 to 5:
1. C 0.20
2. H 0.47
3. Zr 0.33
4. H -0.01
5. H 0.46


Question: Which of these has the lowest multiplicity?
Answer: C13H24N4O4S4Zr


Question: Which value of multiplicity does entry 1 give?
Answer: 2


Copy entry 2 word for word.
Formula: C13H24N4O4S4Zr
Source: the Open Molecules 2025 dataset
Level of theory: ωB97M-V/def2-TZVPD

Summary:
ΔE to the lowest compared entry with this formula, charge and spin (kJ/mol): 117.24
E (a.u.): -2669.1876
Strongest force on any atom (eV/Å): 1.85
Total charge: +2
LUMO energy (eV): -6.01
HOMO-LUMO gap (Eh): 0.266
Multiplicity: 1

CARTESIAN COORDINATES (ANGSTROEM)
C1 -2.90910 -1.45324 0.21306
H1 -0.65858 -1.26631 4.48762
Zr1 -0.52656 0.04173 0.69588
H2 1.99044 0.58580 -2.11229
H3 -2.47592 2.48700 3.58863
C2 0.69782 -1.98177 2.97757
H4 3.24819 2.73068 -1.48870
C3 -2.17101 0.39590 3.35548
C4 -0.68670 -1.63217 3.46361
C5 1.22476 1.34686 -0.32029
H5 2.93063 1.74704 -4.49776
O1 0.07570 1.45548 -0.85320
S1 -4.39428 -2.00309 0.94361
H6 -1.38856 -2.45922 3.36838
C6 3.58108 1.75272 -1.12612
H7 4.74735 2.68134 -3.56017
H8 2.98613 -1.22549 -1.02854
C7 2.39363 0.78657 -1.12087
C8 -3.90615 -3.72940 1.07225
H9 1.35676 -1.10904 3.02508
H10 1.62656 0.09076 -5.39846
N1 4.34164 -1.10607 -4.13754
S2 -2.79448 0.24526 -0.19935
C9 3.43521 -0.18994 -4.49010
H11 1.11768 -2.73206 3.64846
C10 -1.90838 1.82492 2.93287
H12 -0.85604 2.09484 3.05957
H13 -1.97098 0.28583 4.41884
C11 4.76692 1.60251 -3.41215
H14 -3.17380 0.05468 3.10612
S3 -2.22093 -4.01407 0.50041
N2 2.58978 -0.50267 -0.44361
H15 2.22144 -1.51729 -5.46589
H16 5.04378 0.24837 -1.71009
H17 3.86815 1.91340 -0.08315
H18 5.26051 -0.80755 -3.85342
H19 5.67535 1.26527 -3.91878
S4 -0.34685 -1.99970 -0.63130
N3 3.60014 1.08346 -4.14386
O2 1.23873 1.31784 0.96107
C12 4.80814 1.29526 -1.91593
O3 -4.59419 -4.57634 1.53144
C13 -1.92805 -2.36508 0.01894
H20 4.28831 -2.03840 -4.51408
H21 -2.25522 2.04306 1.92259
O4 -1.23280 -0.51643 2.66537
H22 0.70046 -2.41483 1.97625
H23 5.67286 1.85348 -1.54883
N4 2.34782 -0.56818 -5.15941
H24 3.19352 -0.35651 0.35795

Atom charges from the Mulliken analysis, given in e for atoms 1 to 5:
1. C 0.20
2. H 0.47
3. Zr 0.33
4. H -0.01
5. H 0.46